No. 1
91
Properties=species:S:1:pos:R:3:forces:R:3 method="wB97M-V/def2-TZVPD" lumo_ev="-3.99 / -3.53" homo_energy_ev="-11.2 / -11.1" multiplicity=2 charge=+1 e_above_lowest_kcal_mol=62.8
H 0.609522 -4.298168 1.238830 0.0 0.1 0.1
N 4.594529 -0.009439 -0.562474 0.1 -0.1 0.0
H -2.562186 -5.292135 0.329540 0.0 0.0 0.0
F 3.544378 3.661172 5.587379 0.0 0.0 0.0
H -1.407546 0.135595 2.766247 0.0 0.0 0.0
Ru 1.122189 1.871954 1.152720 -2.3 0.9 0.8
C 3.511950 1.245225 4.161110 -0.2 0.0 0.0
N 2.445034 0.578008 -0.325790 0.1 0.5 -0.3
N -0.083349 -3.673861 -5.134652 -0.2 -0.2 0.1
C 3.535806 3.284504 2.714466 -0.1 0.0 -0.2
C -6.854848 -0.758486 3.147669 0.0 0.0 0.0
C 3.342534 -0.919836 -3.979060 0.0 0.0 0.0
C -0.598256 -4.017423 -2.730814 0.1 0.1 0.2
C 3.565013 0.023966 0.239598 -0.1 0.0 -0.1
C 3.141094 -1.075843 -6.376842 -0.1 0.0 0.0
C -6.526957 0.408219 2.454623 0.2 0.1 -0.2
C 2.726457 -1.456226 -5.105721 0.1 0.0 0.1
H 5.123624 1.749724 -3.081857 0.0 0.0 0.0
N 0.872073 -2.946666 -5.815656 0.1 0.1 -0.1
C 2.856698 0.900049 -1.547761 0.0 -0.2 0.1
H -0.762445 0.972961 -0.894280 0.0 -0.1 -0.1
H -3.741407 3.541531 2.706160 0.0 0.0 -0.1
N -6.476639 2.416155 1.655528 0.0 -0.1 0.0
N -1.234215 -1.861134 2.149393 -0.1 0.0 0.0
H -4.259142 -2.659429 2.056112 0.0 0.0 0.0
I 2.443075 4.196992 -0.996165 0.0 0.5 -0.4
H 3.026308 -1.265768 -3.003936 0.0 0.0 0.0
F 1.775792 4.470263 4.646148 -0.1 0.0 0.0
H 0.782373 -3.193359 -1.327482 0.0 0.0 0.0
C -4.892012 -1.786085 2.144967 0.0 0.1 0.0
N -1.067999 2.219708 1.347330 1.6 0.1 0.6
C -1.759927 -4.762687 -2.916600 0.0 0.0 0.0
C -0.853842 -4.181769 -0.335489 0.0 0.1 0.0
C -2.015880 1.959982 0.471454 0.0 -0.2 -0.2
C -0.885795 -0.599620 2.177537 0.2 -0.1 0.0
H -1.043684 3.249186 3.232832 0.0 0.0 0.0
C -1.816753 1.228231 -0.811616 -0.1 0.1 0.1
H 3.586139 0.534089 3.341017 0.0 0.0 0.0
C -0.143007 -3.743385 -1.444953 0.0 0.0 0.0
N -0.311455 -2.430155 1.345052 0.0 0.0 0.1
H 0.675940 4.509871 0.963857 -0.2 0.0 0.0
C 4.748181 0.415247 -5.378072 0.0 0.0 0.0
C -4.560770 -0.644353 1.448696 0.1 0.0 0.0
H -4.375680 1.845645 -0.665977 0.1 0.0 0.0
N -7.134528 1.652007 2.427582 0.0 0.0 0.0
N 4.128613 0.555855 -1.697357 -0.1 0.0 -0.1
C 4.165239 -0.150652 -6.502946 0.0 -0.1 0.0
H 2.247015 1.319930 -2.328920 0.1 0.1 0.0
C -5.410528 0.450620 1.617868 -0.1 0.0 0.1
C 2.411265 3.336100 4.952902 -0.2 -0.1 0.0
C 0.709008 3.783636 0.158149 1.7 -1.5 0.5
F 1.642813 2.662510 5.816693 -0.1 0.0 0.0
H -0.146342 3.821214 -0.502665 -0.1 -0.2 0.1
F 3.789231 2.496126 1.621055 0.0 -0.1 0.1
C 0.548792 -1.506432 0.920540 0.0 0.0 0.1
H -2.099690 -4.964789 -3.923642 0.0 0.0 0.0
H 4.509988 1.547245 4.473006 0.0 -0.1 0.0
H 2.651576 -1.500883 -7.242715 0.0 0.0 0.0
H 1.394784 -1.706133 0.286401 0.0 0.0 0.0
O 1.207163 -2.689879 -3.669076 0.1 0.1 0.3
N -5.425832 1.724738 1.129196 0.1 -0.1 -0.1
H 3.004952 0.768970 4.997192 0.0 -0.1 0.0
H -2.398296 0.305631 -0.848001 0.0 0.0 0.0
H -1.070245 -4.268758 1.794238 0.1 0.0 0.1
C -2.007422 -4.930608 -0.528490 0.0 0.0 0.1
C 4.335593 0.037763 -4.105215 -0.1 0.0 0.1
H -4.883829 3.375427 0.083358 0.0 0.0 0.0
N 0.212796 -0.326201 1.416500 0.5 0.2 0.4
C 0.141006 -3.501649 -3.878137 0.1 0.1 -0.4
C -4.486916 2.380990 0.275368 -0.2 -0.1 0.1
C 4.961395 0.689543 -2.887390 0.0 -0.1 -0.2
F 2.863620 4.342449 2.247797 0.1 0.1 0.1
O 1.490076 2.132537 3.124417 -1.4 -0.4 -1.2
C -2.952146 3.080668 2.136033 0.0 -0.1 0.0
N -3.183654 2.469463 0.918576 0.1 0.1 0.1
C 1.613716 -2.381823 -4.927003 -0.3 -0.2 -0.1
H 4.505445 0.139608 -7.487735 0.0 0.0 0.0
H -3.344810 -5.819809 -1.946471 0.0 0.0 0.0
F 4.706712 3.701801 3.170403 0.0 -0.1 0.0
H -6.246137 -2.767421 3.495992 0.0 0.0 0.0
H -2.096545 1.843333 -1.668216 0.0 0.0 0.0
H -7.724011 -0.795835 3.789823 0.0 0.0 0.0
H 5.532055 1.155637 -5.492127 0.0 0.0 0.0
C 2.693168 2.454731 3.706790 0.7 0.5 -0.1
C -1.631985 2.921876 2.391570 0.0 0.0 0.0
H 5.919617 0.234026 -2.646585 0.0 0.0 0.1
C -0.375371 -3.865289 1.064005 0.0 -0.1 -0.2
H -3.683301 -0.609426 0.815479 0.0 0.0 0.0
C -6.025434 -1.843807 2.977679 -0.1 0.0 0.1
C -2.450194 -5.226991 -1.811729 0.0 0.0 0.0
H 3.596665 -0.370504 1.242744 0.0 0.1 0.0

---

No. 2
82
Properties=species:S:1:pos:R:3:forces:R:3 method="wB97M-V/def2-TZVPD" lumo_ev=-1.83 homo_energy_ev=-8.6 multiplicity=1 e_above_lowest_kcal_mol=16.1
C -2.243762 0.365715 0.075264 -1.0 0.5 0.4
C 0.293623 2.022422 3.898545 -0.1 -0.1 0.0
O 1.181841 -2.282236 -5.763984 0.0 0.0 0.0
C 0.428351 -3.250719 1.435532 0.0 -0.2 -0.4
H 3.052222 2.380413 6.694120 0.0 0.0 0.0
N 2.255667 -0.033595 -0.834754 0.5 0.2 -1.7
C 3.225090 -2.068713 -4.616398 0.0 0.0 0.1
C 0.413521 1.062315 4.812470 -0.1 0.0 -0.1
C -0.022338 -0.259315 -0.600753 -0.4 0.9 -0.1
C -7.370345 -3.844396 2.940594 0.1 0.0 0.1
H -2.559928 -2.255541 0.698144 0.9 0.2 -0.7
C -0.265535 3.615033 -0.798452 0.8 -0.7 0.4
H -3.911691 0.819763 1.345126 0.0 -0.5 -0.4
H 6.011703 0.525275 0.624311 -0.5 -0.5 -0.3
H 2.711757 -2.170518 -3.667381 0.0 0.0 0.0
C 4.542119 -1.897627 -4.696105 -0.1 0.0 0.0
C 4.450349 -0.598236 -0.501913 0.5 0.3 0.9
H -1.023443 4.139607 -1.402985 0.2 -0.1 0.5
C 1.692771 1.166151 -1.336894 -2.3 0.9 0.9
C -0.376790 5.621509 0.584478 0.5 0.5 1.0
H 0.814671 3.965410 0.928497 -0.1 0.1 0.0
H -1.413021 5.853541 0.273032 0.5 -0.3 -0.1
C 3.064716 -1.992346 -7.144580 0.1 0.0 -0.1
O 2.155994 2.011727 -2.042921 0.8 -0.4 0.1
C -7.534005 -3.773924 0.411796 0.1 0.0 -0.1
C -4.716077 0.119858 -0.557831 0.0 0.0 0.2
C -0.667472 2.142924 -0.579235 -0.1 0.3 -0.6
H -8.165344 -3.824034 -0.466090 0.0 0.0 0.0
H 4.896829 -1.719278 -8.170281 0.0 0.0 0.0
H -1.820690 -2.601473 -0.881644 0.2 0.0 0.5
C -8.214385 -3.909097 1.722522 -0.1 0.0 0.0
C 1.244159 -1.057192 -0.934538 -0.9 1.0 1.0
H -3.634561 -0.825245 -1.752948 -0.1 0.1 -0.2
C -6.053644 -3.670328 2.859148 -0.1 0.0 0.1
C -6.217127 -3.599976 0.331457 -0.1 0.0 -0.1
O 6.425409 -1.607420 -6.075987 0.0 0.0 0.0
H -0.444274 1.980688 3.105672 0.0 0.1 0.0
C -1.949111 1.741543 -0.123545 1.1 -0.5 -0.4
H 4.012875 -1.240669 0.288380 0.2 0.1 -0.5
O 1.060611 4.086849 3.082877 0.2 0.1 0.3
C 5.224073 -1.761397 -6.004211 0.1 0.0 0.0
C 2.194213 3.297277 4.989144 0.1 0.0 0.1
H -5.680075 0.632283 -0.376513 0.5 -0.2 0.2
N -0.091605 4.192729 0.542900 -1.2 0.4 -1.0
H -5.703550 -3.498294 -0.616535 0.0 0.0 0.0
N -4.557184 -0.373317 -1.713145 0.2 -0.2 0.4
C -0.550769 -2.889049 0.832192 0.1 1.0 -0.1
H 4.946865 1.645509 -1.798789 0.4 0.1 0.5
O 4.138801 1.073904 1.303414 0.3 -0.3 0.0
H 2.433805 -2.039219 -8.023190 0.0 0.0 0.0
I -3.364870 3.295147 0.199370 0.3 -0.6 -0.1
H -3.715175 -0.919093 1.100894 -0.1 0.4 -0.4
H -0.220245 0.184451 4.816000 0.0 0.0 0.0
H 4.433192 0.591474 2.086712 -0.2 0.1 -0.1
O -9.413544 -4.065501 1.796046 0.0 0.0 0.0
C -1.620230 -2.136228 0.103121 -0.3 -0.5 0.5
C -1.288001 -0.658303 -0.148441 0.5 0.0 0.1
H 4.215434 2.551404 -0.490678 0.5 -0.3 -0.2
H 0.343771 6.250383 0.015206 -0.4 -0.3 0.0
C 2.382651 -2.128612 -5.834599 -0.1 0.0 0.0
H 0.687990 3.665585 -1.359799 -0.6 -0.2 0.0
C 4.992875 0.679605 0.210066 0.4 0.8 -0.5
H 5.267711 -1.143896 -1.009272 -0.5 0.4 0.1
O 1.438450 -2.204116 -1.185020 0.1 0.2 -0.2
C -5.375822 -3.535655 1.549006 0.0 0.0 0.0
H -7.883164 -3.945530 3.888636 0.0 0.0 0.0
C 1.174206 3.214390 3.916968 0.0 0.0 -0.1
C 2.314116 2.337469 5.903151 0.0 0.1 -0.1
C 5.088625 1.912435 -0.735281 -1.0 0.0 0.1
O 3.448247 -0.316403 -1.489429 0.5 -0.6 0.5
C -3.672274 0.053649 0.580727 0.2 0.4 0.1
C 0.249094 1.127905 -0.817081 0.5 -1.9 0.0
H -0.303233 5.938248 1.646405 0.0 -0.1 -0.6
H 5.981260 2.534017 -0.567384 -0.2 -0.5 -0.1
H 5.172593 -1.850535 -3.817433 0.0 0.0 0.0
O -4.172586 -3.378265 1.475832 -0.2 0.0 0.1
O 1.544142 0.268397 6.717268 0.0 0.0 0.0
H 1.387203 -3.619557 1.767684 -0.7 0.1 0.1
C 4.382029 -1.821347 -7.223314 -0.1 0.0 -0.1
H -5.421032 -3.619798 3.736396 0.0 0.0 0.0
H 2.828079 4.175009 4.984544 0.0 0.0 0.0
C 1.433200 1.143980 5.885698 0.0 -0.1 0.1

---

No. 3
82
Properties=species:S:1:pos:R:3:forces:R:3 method="wB97M-V/def2-TZVPD" lumo_ev=-3.69 homo_energy_ev=-11.6 multiplicity=1 charge=+1
C -4.920629 -3.191873 -7.752112 0.0 0.0 0.0
C -3.615370 -0.915878 0.289451 0.0 0.0 0.0
C -3.348727 -1.913786 1.356326 0.0 0.0 0.0
H 0.080025 3.449618 5.767804 -0.1 -0.1 0.0
C -2.663167 -6.587404 -2.466229 0.0 0.0 0.0
O 0.684858 1.195715 -5.540200 0.0 0.0 0.0
C -4.385700 -1.810725 -7.625948 0.0 0.0 0.0
C -0.201877 1.371470 -4.734495 0.0 -0.1 0.0
O -5.583650 -3.522567 -8.707300 0.0 0.0 0.0
H 2.718676 6.267860 4.127198 0.2 0.1 -0.2
H 3.045825 0.136280 3.163871 0.3 -0.2 -0.1
O -1.465539 0.060649 3.620074 0.0 0.1 0.0
H -1.054371 -0.631416 -4.945125 0.0 -0.1 0.0
H -3.635990 -4.464678 -4.805769 0.1 0.2 -0.3
H -0.960062 -6.163282 -1.280486 0.0 0.0 0.0
C 7.233631 2.968799 2.276907 0.0 0.0 0.0
C 2.132530 5.396670 4.327479 0.5 0.1 -0.5
H -1.442117 3.803456 -2.614894 0.0 0.0 0.0
H -2.395506 -7.605447 -2.718932 0.0 0.0 0.0
C 3.184105 0.614118 4.125621 -0.4 0.2 0.8
C -2.158424 0.498008 -3.534688 0.2 0.3 0.0
C -1.181954 0.299287 -4.420094 0.1 0.4 0.1
C 8.344298 0.389450 2.844065 -0.1 0.0 0.0
C -3.876157 -3.782344 -5.611116 0.1 0.0 -0.1
H -3.752738 -2.904888 1.202472 0.0 0.0 0.0
H -1.965949 1.760868 1.715381 0.0 0.0 0.0
C 6.369954 1.772574 2.408552 0.1 0.0 0.0
H 0.381771 5.537383 7.062915 -0.3 0.2 0.1
H -2.442087 -2.302462 3.228965 0.0 0.0 0.0
H 8.844048 -0.546286 3.059063 0.0 0.0 0.0
O -3.181297 1.978246 -2.020154 0.1 0.3 -0.3
H 6.732496 3.904048 2.060759 0.0 0.0 0.0
H -5.271750 -4.344058 -3.115164 0.0 0.0 0.0
C -4.607747 -4.148866 -6.659684 0.0 0.0 0.0
S 4.039493 -0.457288 5.315812 0.1 -0.6 0.0
N 0.752581 3.905832 5.176364 0.6 1.1 -0.3
C -4.335191 -4.691234 -2.695788 -0.1 0.0 0.4
H -2.884286 -0.259003 -3.285400 0.0 0.0 0.0
O 10.413635 1.510009 2.842702 0.0 0.0 0.0
H -3.257357 -0.446265 -6.467349 0.0 0.0 0.0
C 7.024245 0.477243 2.703003 0.0 0.0 0.0
C -2.648988 -1.591683 2.439452 0.0 0.0 0.0
C 1.346123 3.343097 4.123744 -0.6 -1.0 -0.5
O -4.638460 -6.782646 -3.731547 0.0 0.0 -0.1
O -4.251398 -1.202750 -0.703246 0.0 0.2 0.2
N 2.184457 4.206538 3.587279 -0.4 0.3 0.7
H 2.754378 3.977671 2.788901 0.2 0.2 -0.1
C -2.107095 -0.227488 2.623346 0.0 0.0 0.0
C -2.372254 0.768309 1.559467 0.0 -0.1 0.0
H 5.087688 0.297524 5.673054 -0.1 0.2 -0.2
C -3.943867 -6.083715 -3.026938 0.0 -0.1 0.2
C -3.569478 -3.918655 -1.928624 -0.1 0.1 0.0
C 1.829950 1.016354 4.698178 0.2 0.2 -0.2
O -1.592627 -3.721854 -0.668127 0.0 0.0 0.0
C -1.897014 -5.817294 -1.698574 0.0 0.0 0.0
H -3.281064 1.165536 -0.329223 0.0 -0.3 0.4
H 1.496997 1.829708 2.700279 -0.1 -0.2 -0.2
C 8.553492 2.884967 2.416653 0.0 0.0 0.0
C -3.074709 0.454497 0.473243 0.0 0.2 0.0
H 2.046418 1.559556 5.614745 -0.2 0.0 0.3
O 5.159947 1.846212 2.280140 0.1 0.2 -0.1
H 0.029176 1.731276 3.683680 -0.2 0.0 0.0
C -3.344311 -2.405165 -5.486806 0.0 -0.1 0.0
H 9.203928 3.745138 2.323221 0.0 0.0 0.0
H 0.382984 3.435018 -4.273049 0.0 0.0 0.0
N 0.796952 6.071472 6.309281 0.4 -0.6 0.2
H -3.834655 -2.893200 -1.677674 0.1 -0.4 -0.1
H 3.776189 1.507798 4.002266 0.2 0.1 -0.3
H -4.624778 -1.128038 -8.431221 0.0 0.0 0.0
C -0.343182 2.670507 -4.026763 0.0 0.0 0.0
C -1.315550 2.866395 -3.142894 0.0 0.0 0.0
H 1.211155 0.171506 4.979163 -0.1 -0.2 -0.2
H 1.586102 6.554328 6.722869 -0.1 0.3 -0.1
C -2.291822 -4.424960 -1.371453 0.0 0.1 0.0
C 1.092803 1.946877 3.701762 0.5 0.1 0.4
C 9.215133 1.586346 2.712894 0.0 0.0 0.0
H 6.371499 -0.381995 2.796209 0.0 0.0 0.0
C -2.293722 1.796171 -2.832784 0.0 -0.1 -0.1
H -5.005918 -5.149683 -6.768297 0.0 0.0 0.0
O -2.677501 -2.072626 -4.523628 -0.2 -0.5 -0.2
C -3.654692 -1.447293 -6.576015 0.0 0.0 0.0
C 1.243186 5.208409 5.313180 -0.5 -0.2 0.6